[1]
One molecule with the formula C25H37N7O3 at a distorted geometry, computed with ωB97M-V with the def2-TZVPD basis set.

Last column: Mulliken charge in e.
CARTESIAN COORDINATES (ANGSTROEM)
C (-0.52045, -8.02260, -3.18929)  -1.442
C (-0.44498, -7.24402, -1.88509)  -0.287
O (0.27011, -6.05126, -2.14031)  -0.397
C (0.47507, -5.16974, -1.12533)  0.367
C (0.03524, -5.35359, 0.19084)  -0.525
C (0.30272, -4.40509, 1.15463)  -1.199
C (1.01365, -3.25248, 0.83366)  -0.307
N (1.31673, -2.30877, 1.77857)  0.140
C (1.97941, -1.13289, 1.54911)  0.293
O (2.19248, -0.36308, 2.47953)  -0.781
C (2.39174, -0.90386, 0.16744)  0.885
C (3.02956, 0.42808, -0.14225)  -2.366
N (2.12220, 1.44934, -0.64676)  0.299
C (1.53163, 1.14184, -1.93790)  -0.105
C (1.05202, 2.40537, -2.65984)  -1.874
N (-0.14352, 3.00877, -2.09214)  0.829
C (-0.36788, 4.35079, -2.60355)  -0.735
C (-1.56391, 4.96682, -1.87695)  -0.520
O (-2.72756, 4.19768, -2.05356)  -0.447
C (-2.51749, 2.88060, -1.59801)  -0.614
C (-1.34260, 2.21348, -2.30954)  -0.752
C (1.20232, 1.97053, 0.33997)  -0.980
C (0.15441, 1.02694, 0.83031)  0.132
N (-0.31152, 0.00362, 0.14361)  0.533
N (-1.21943, -0.59049, 0.90589)  -1.441
N (-1.34475, 0.01247, 2.01034)  -0.215
N (-0.49984, 1.04901, 2.02168)  1.577
C (-0.49961, 1.98508, 3.13939)  1.196
C (-1.22837, 1.30964, 4.30244)  -2.000
C (0.93049, 2.31155, 3.58532)  -1.726
C (-1.22068, 3.26976, 2.68476)  -0.645
C (-2.70604, 3.08051, 2.39279)  -1.462
C (2.15113, -1.83907, -0.77858)  -0.029
C (1.45245, -3.04941, -0.48814)  1.005
C (1.17562, -4.01831, -1.45134)  -0.425
H (0.48080, -8.25756, -3.53965)  0.328
H (-1.02100, -7.42635, -3.94703)  0.328
H (-1.07242, -8.94580, -3.03788)  0.418
H (0.07241, -7.83909, -1.11917)  0.362
H (-1.45657, -7.00927, -1.52562)  0.372
H (-0.51854, -6.23593, 0.46882)  0.407
H (-0.04367, -4.55417, 2.16670)  0.386
H (0.98602, -2.45562, 2.72538)  0.234
H (3.81511, 0.29461, -0.89183)  0.633
H (3.47885, 0.81772, 0.77566)  0.426
H (2.32542, 0.71140, -2.55405)  0.559
H (0.72307, 0.40534, -1.85709)  0.289
H (0.89605, 2.15430, -3.72421)  0.474
H (1.85178, 3.14846, -2.59901)  0.342
H (0.52162, 4.95761, -2.41820)  0.408
H (-0.57098, 4.34251, -3.68922)  0.340
H (-1.78678, 5.95939, -2.27241)  0.400
H (-1.32916, 5.04698, -0.80332)  0.171
H (-3.44363, 2.33688, -1.78926)  0.450
H (-2.31893, 2.89270, -0.51639)  0.157
H (-1.19868, 1.21693, -1.89243)  0.374
H (-1.56997, 2.12335, -3.38665)  0.383
H (0.69234, 2.82286, -0.12459)  0.130
H (1.79864, 2.31576, 1.18409)  0.297
H (-2.19781, 0.93264, 3.99421)  0.483
H (-0.63672, 0.47131, 4.66153)  0.444
H (-1.35841, 2.02263, 5.11240)  0.423
H (1.56724, 1.43636, 3.47764)  0.246
H (1.35224, 3.13773, 3.01817)  0.390
H (0.92023, 2.60204, 4.63261)  0.527
H (-0.71907, 3.64151, 1.78668)  0.262
H (-1.09659, 4.02108, 3.46677)  0.547
H (-3.26848, 2.93122, 3.31019)  0.380
H (-3.10269, 3.96142, 1.89272)  0.413
H (-2.87215, 2.21912, 1.74859)  0.338
H (2.47708, -1.67787, -1.79641)  0.426
H (1.50298, -3.87944, -2.46946)  0.478

Cartesian forces (eV/Å) of the 2 atoms listed first:
C 0.085 0.312 0.325
C -0.156 -0.312 -0.034

Highest occupied orbital energy (eV): -7.8
Multiplicity: 1
HOMO-LUMO gap (eV): 8.200

[2]
C25H38AlF15O12PS as an isolated structure at a distorted geometry, computed with ωB97M-V with the def2-TZVPD basis set.

Last column: Mulliken charge in e.
CARTESIAN COORDINATES (ANGSTROEM)
O (0.82566, -6.18465, 0.95745)  -0.366
C (0.21550, -5.43342, 0.33707)  0.004
O (0.73484, -4.33122, -0.14604)  -0.316
C (-0.26192, -3.37318, -0.55637)  -0.444
C (0.10381, -1.91018, -0.25559)  -0.156
C (1.44902, -1.64770, 0.45384)  -0.698
C (1.24218, -0.85559, 1.77800)  -0.882
Al (1.26709, -2.25203, 3.29286)  0.430
P (-0.92730, -3.23576, 3.24187)  0.204
S (-1.85812, -2.87458, 4.96308)  -0.541
H (-0.84851, -5.64465, 0.17046)  0.414
H (-0.40878, -3.49666, -1.62838)  0.264
H (-1.20920, -3.59053, -0.07154)  0.322
H (-0.69014, -1.47585, 0.34830)  -0.235
H (0.08379, -1.35636, -1.19018)  0.488
H (2.06471, -2.51894, 0.64113)  0.508
H (2.03470, -0.98783, -0.19420)  0.204
H (0.29371, -0.31612, 1.77678)  0.345
H (2.03586, -0.12981, 1.93864)  0.284
H (1.59313, -1.57472, 4.69942)  -0.372
H (2.35896, -3.35004, 2.83995)  -0.287
H (-0.85622, -4.64191, 3.01012)  -0.050
H (-1.68561, -2.68659, 2.18293)  -0.151
C (0.12350, 5.90959, 1.87688)  -1.203
C (1.42162, 5.17699, 2.14295)  -0.026
O (1.41494, 3.87929, 1.52720)  -0.272
C (1.71344, 3.85960, 0.24254)  0.239
O (1.97261, 4.81521, -0.42639)  -0.579
C (1.72450, 2.41594, -0.26903)  0.987
F (0.67093, 1.72624, 0.16043)  -0.214
F (2.82089, 1.76776, 0.13993)  -0.266
F (1.71556, 2.36921, -1.61176)  -0.305
H (-0.72637, 5.30640, 2.19761)  0.334
H (0.10600, 6.85946, 2.41063)  0.402
H (-0.00398, 6.10870, 0.81283)  0.308
H (1.54005, 5.00802, 3.21098)  0.336
H (2.28405, 5.75184, 1.80685)  0.159
C (-7.67140, -3.39583, 0.90586)  -1.117
C (-7.43544, -1.90568, 0.77699)  -0.211
O (-6.09597, -1.56113, 1.16068)  -0.311
C (-5.16056, -1.74116, 0.23870)  0.174
O (-5.33952, -2.15980, -0.86398)  -0.531
C (-3.80030, -1.28938, 0.78399)  1.158
F (-3.59791, -1.73475, 2.02284)  -0.269
F (-3.72162, 0.05238, 0.81240)  -0.296
F (-2.79424, -1.73118, 0.01882)  -0.217
H (-7.43100, -3.73354, 1.91421)  0.312
H (-8.71215, -3.63709, 0.68998)  0.372
H (-7.03754, -3.95409, 0.21759)  0.311
H (-8.09163, -1.36424, 1.45561)  0.319
H (-7.64492, -1.55141, -0.23203)  0.319
C (6.61101, 7.24940, -1.48987)  -1.262
C (5.29404, 6.76551, -0.92035)  -0.143
O (5.09753, 7.27357, 0.41448)  -0.292
C (4.63343, 8.51160, 0.50583)  0.375
O (4.36956, 9.23047, -0.40617)  -0.515
C (4.44725, 8.88847, 1.98217)  0.858
F (5.49977, 8.52057, 2.72473)  -0.257
F (3.36097, 8.29257, 2.50247)  -0.223
F (4.29433, 10.20219, 2.13776)  -0.247
H (7.43356, 6.99109, -0.82185)  0.318
H (6.79209, 6.79911, -2.46519)  0.378
H (6.61496, 8.33337, -1.60364)  0.331
H (5.30170, 5.68126, -0.83565)  0.341
H (4.45497, 7.03524, -1.55972)  0.341
C (-0.09524, -8.80869, 1.36175)  -0.910
C (-0.44024, -9.64107, 2.57665)  -0.319
O (-1.72793, -10.28319, 2.42820)  -0.321
C (-1.74698, -11.39992, 1.72574)  0.352
O (-0.81001, -11.92431, 1.20606)  -0.516
C (-3.17021, -11.97151, 1.70480)  0.899
F (-4.08461, -11.02385, 1.46017)  -0.248
F (-3.47450, -12.53093, 2.88722)  -0.258
F (-3.30434, -12.91088, 0.76806)  -0.247
H (-0.88665, -8.09157, 1.15529)  0.206
H (0.82971, -8.27452, 1.51969)  0.409
H (0.01351, -9.43767, 0.47583)  0.310
H (-0.52342, -9.00110, 3.45237)  0.337
H (0.32880, -10.38348, 2.78729)  0.328
C (0.68889, 3.47861, -4.09955)  -0.837
C (1.41738, 3.99217, -5.32185)  -0.376
O (0.50932, 4.62212, -6.24925)  -0.308
C (0.18030, 5.87622, -5.98360)  0.343
O (0.56176, 6.52197, -5.05811)  -0.511
C (-0.74709, 6.41035, -7.08221)  0.908
F (-1.70581, 5.52885, -7.39520)  -0.248
F (-0.05298, 6.66831, -8.20281)  -0.258
F (-1.34417, 7.53973, -6.70734)  -0.241
H (-0.12511, 2.81344, -4.39209)  0.334
H (1.36858, 2.93865, -3.45048)  0.333
H (0.24790, 4.29758, -3.53109)  0.279
H (1.86862, 3.16207, -5.86163)  0.353
H (2.21865, 4.67913, -5.05183)  0.325

Cartesian forces (eV/Å) of the 2 atoms listed first:
O 3.101 -3.143 2.435
C -2.205 1.549 -1.192

Highest occupied orbital energy (eV): -4.1
Multiplicity: 1
HOMO-LUMO gap (eV): 5.915
Charge: -1

[3]
C25H38BiN2O6S2Si as an isolated structure at a distorted geometry, computed with ωB97M-V with the def2-TZVPD basis set.

Last column: Mulliken charge in e.
CARTESIAN COORDINATES (ANGSTROEM)
Bi (-0.55385, 0.61966, -0.41607)  1.194
O (-2.96112, -2.68501, 0.88746)  -0.714
C (-2.63835, -1.50928, 0.96661)  0.315
O (-1.65955, -1.10814, 0.11000)  -0.498
C (-3.36184, -0.65639, 1.99801)  -0.150
C (-4.35289, -1.29323, 2.78548)  -0.903
C (-5.07306, -0.59726, 3.75918)  -0.665
C (-4.82801, 0.75436, 3.97838)  -0.358
C (-3.86178, 1.41384, 3.22405)  -0.884
C (-3.13494, 0.72428, 2.24571)  1.044
S (-1.93359, 1.61378, 1.33185)  -0.544
H (-4.58091, -2.34330, 2.65359)  0.436
H (-5.82434, -1.11049, 4.34561)  0.360
H (-5.38720, 1.29173, 4.73342)  0.362
H (-3.67809, 2.46621, 3.40181)  0.421
C (0.11101, -2.67079, 0.71077)  -0.971
C (0.85659, -2.12641, -0.51773)  1.830
C (2.18404, -2.87631, -0.72691)  -1.608
C (-0.02493, -2.38357, -1.75509)  -1.298
O (0.98130, -0.70478, -0.46100)  0.718
Si (2.07113, 0.13513, 0.45773)  0.328
S (1.26739, 2.02382, 0.70226)  -1.033
O (3.53306, 0.19033, -0.30692)  0.557
C (3.86423, 0.80731, -1.55173)  1.661
C (2.78906, 0.75697, -2.64992)  -1.360
C (4.34202, 2.24999, -1.32375)  -1.684
C (5.07704, -0.00154, -2.05703)  -1.752
O (2.22782, -0.59048, 1.93321)  -0.055
C (3.15518, -0.27861, 2.97451)  1.531
C (4.56607, 0.13987, 2.52817)  -1.566
C (2.56421, 0.76927, 3.92863)  -1.653
C (3.29152, -1.59996, 3.75773)  -1.753
H (-0.16276, -3.72324, 0.57719)  0.533
H (-0.80211, -2.09565, 0.90090)  -0.178
H (0.72023, -2.60754, 1.61715)  0.063
H (2.01313, -3.94409, -0.90324)  0.541
H (2.84128, -2.79307, 0.14513)  0.117
H (2.73368, -2.47304, -1.58422)  0.216
H (-0.21719, -3.45115, -1.90592)  0.453
H (0.45038, -1.98777, -2.66024)  0.312
H (-0.98847, -1.86869, -1.66190)  0.031
H (1.91045, 1.35631, -2.39356)  -0.056
H (2.44524, -0.26813, -2.82254)  0.188
H (3.17639, 1.14586, -3.59866)  0.541
H (3.51456, 2.91776, -1.07182)  0.309
H (4.82354, 2.65887, -2.21883)  0.442
H (5.05502, 2.30014, -0.49273)  0.285
H (4.80598, -1.05229, -2.21213)  0.355
H (5.88573, 0.00266, -1.31624)  0.320
H (5.47049, 0.39515, -2.99898)  0.397
H (4.56027, 1.11212, 2.02428)  0.228
H (4.99607, -0.59018, 1.83346)  0.302
H (5.24246, 0.22766, 3.38619)  0.484
H (2.54939, 1.76368, 3.47377)  0.335
H (3.14968, 0.84600, 4.85159)  0.436
H (1.53000, 0.52149, 4.19323)  0.300
H (3.68242, -2.39461, 3.11090)  0.360
H (2.31419, -1.94553, 4.11519)  0.333
H (3.95821, -1.49858, 4.62075)  0.442
N (-5.88984, 2.81179, -4.83131)  -0.314
C (-5.84576, 1.76969, -3.94907)  0.229
O (-6.82027, 1.03748, -3.82006)  -0.648
C (-4.60311, 1.54772, -3.15923)  1.173
C (-3.46893, 2.35245, -3.27030)  -0.837
C (-2.37281, 2.04460, -2.48102)  -0.813
N (-2.33607, 1.01378, -1.61155)  -0.021
C (-3.44474, 0.25025, -1.52206)  -0.043
C (-4.58872, 0.47382, -2.26521)  -1.113
H (-6.75256, 2.92803, -5.34851)  0.242
H (-5.14589, 3.46628, -5.00880)  0.147
H (-3.40824, 3.19875, -3.93968)  0.221
H (-1.46402, 2.63874, -2.52803)  0.437
H (-3.38780, -0.57242, -0.81474)  0.656
H (-5.45064, -0.17609, -2.14901)  0.538
H (0.29389, 1.24002, -1.95816)  -0.251

Cartesian forces (eV/Å) of the 2 atoms listed first:
Bi -0.808 3.611 -0.815
O -0.427 -0.145 0.309

Highest occupied orbital energy (alpha / beta) (eV): -2.2 / -2.2
Multiplicity: 1
HOMO-LUMO gap (alpha / beta) (eV): 3.990 / 3.989
Charge: -1